DFT (wB97M-V/def2-TZVPD) results for a structure of composition C19H18IN3O3PbS.

The geometry in ORCA input format:
```
! RIJCOSX wB97M-V def2-TZVPD def2/J DEFGRID3
* xyz 2 1
C 2.47 2.79 0.79
C 3.14 1.32 0.37
H 1.86 3.27 0.01
H 3.33 3.47 0.88
H 2.03 2.81 1.80
H 2.93 0.97 -0.66
H 4.21 1.55 0.34
H 3.05 0.54 1.16
C -2.55 1.15 -0.73
C -3.82 0.92 -1.27
C -3.99 -0.19 -2.09
C -2.90 -1.03 -2.32
H -2.36 2.01 -0.08
H -4.62 1.62 -1.03
H -4.95 -0.41 -2.55
H -2.97 -1.91 -2.95
N -1.50 0.37 -0.97
C -1.65 -0.74 -1.71
C -0.49 -1.67 -1.81
N 0.68 -1.25 -1.30
C 1.70 -2.11 -1.22
C 0.44 -3.86 -2.28
C 1.63 -3.43 -1.70
H 2.62 -1.74 -0.75
H 2.50 -4.08 -1.60
C -0.64 -2.97 -2.33
H -1.61 -3.26 -2.74
H 0.33 -4.87 -2.67
Pb 0.79 1.21 0.42
I -0.87 3.57 1.49
O -0.87 -2.08 1.09
C -0.35 -1.57 2.08
N 0.07 -0.25 2.16
S 0.41 0.31 3.69
O 1.76 0.84 3.67
O -0.65 1.11 4.25
C 0.32 -1.32 4.36
C 0.55 -1.69 5.68
C 0.40 -3.04 6.02
C 0.01 -3.98 5.05
C -0.24 -3.57 3.73
C -0.09 -2.22 3.40
H 0.85 -0.93 6.40
H 0.57 -3.36 7.05
H -0.10 -5.02 5.33
H -0.55 -4.27 2.95
*
```

Output
HOMO energy (spin up / spin down), eV: -14.91 / -14.87
Frontier orbital gap (spin up / spin down), eV: 3.466 / 3.392
Calculated total energy, hartree: -2012.80113
M, g mol⁻¹: 702.542
Max |F|, eV/Å: 6.70